C28H27B3F42O8 | ωB97M-V/def2-TZVPD

Structure (XYZ):
```
108
Properties=species:S:1:pos:R:3:forces:R:3:mulliken_charge:R:1
C 8.65110 -1.98248 2.56418 0.17 -0.07 1.35 -1.018
C 8.42490 -1.04112 3.83828 -0.39 -0.18 -1.18 0.347
F 9.67556 -0.48702 4.26612 -1.35 -0.66 -0.52 -0.362
C 7.42031 0.16569 3.51650 0.67 -0.33 0.35 -0.438
B 5.88058 -0.27429 3.67954 -0.59 0.87 0.89 -0.097
O 5.44280 -0.94057 4.89611 0.88 -1.79 -2.69 -0.272
B 5.10670 -2.26111 4.41437 -1.82 1.93 0.50 0.573
O 3.93764 -2.30180 3.54712 3.10 1.10 -0.90 -0.367
B 4.30052 -1.41549 2.46769 -1.52 -0.05 -0.80 0.689
F 4.04896 -1.90408 1.17134 0.55 1.31 2.71 -0.169
O 4.84842 -0.11189 2.67640 1.05 -3.07 0.31 -0.343
H 9.50508 -2.68867 2.82294 -0.98 0.93 -0.51 0.349
H 7.72776 -2.64428 2.46517 1.04 0.95 -0.16 0.258
H 8.87477 -1.39999 1.62769 -0.31 -0.67 0.98 0.300
H 8.03478 -1.71190 4.65845 0.54 1.00 -0.55 0.186
H 7.67254 0.96692 4.27868 -0.43 -0.95 -0.82 0.043
H 7.65108 0.58759 2.49552 -0.26 -0.44 1.07 0.398
H 5.76104 -3.22180 4.65649 -0.23 -0.01 0.13 -0.059
C 2.46284 -1.53577 -1.50698 -0.05 -0.21 0.64 -0.353
C 3.46850 -1.56223 -2.68089 -0.48 -0.73 0.23 0.913
C 3.41433 -0.38388 -3.65559 0.47 0.42 -0.47 0.074
F 2.23579 -0.29932 -4.29815 -0.18 -0.15 0.13 -0.206
F 4.36084 -0.53070 -4.61675 0.12 -0.18 0.24 -0.277
F 3.34392 -2.73736 -3.33969 -0.05 0.20 -0.16 -0.294
F 4.71368 -1.56863 -2.12532 -0.04 0.40 -0.03 -0.311
O 1.27207 -2.32496 -1.65443 -0.35 0.60 -1.21 -0.450
C 0.16540 -1.75360 -2.30617 1.16 0.22 1.46 0.816
C -0.21999 -2.52016 -3.57413 0.03 -0.53 -0.51 0.171
F 0.78360 -2.52887 -4.47160 0.06 0.12 0.24 -0.213
F -1.28408 -1.93513 -4.18030 -0.12 0.18 0.28 -0.246
F 0.38336 -0.44838 -2.53131 -0.29 -0.02 -0.38 -0.297
F -0.85923 -1.81396 -1.42599 -0.26 -0.25 -0.33 -0.301
H 2.97742 -1.99839 -0.66446 -0.03 -0.11 -0.30 0.090
H 2.24069 -0.52136 -1.16995 -0.05 0.02 -0.33 0.432
H 3.60244 0.56295 -3.14297 0.00 -0.06 0.16 0.276
H -0.47427 -3.55677 -3.34380 -0.03 0.07 0.23 0.236
C -5.64491 -1.99746 -4.85594 -0.04 -0.48 -0.60 -1.214
C -5.19010 -0.57702 -4.44275 -0.67 -0.18 -0.22 1.197
C -4.27959 -0.48618 -3.21681 0.64 0.37 0.35 0.403
F -4.87930 -0.93136 -2.09749 -0.25 -0.13 -0.05 -0.228
F -3.94256 0.80662 -2.97714 -0.10 0.04 -0.33 -0.290
F -6.28191 0.21246 -4.28934 0.12 0.04 0.41 -0.285
F -4.49535 -0.06495 -5.49572 0.45 -0.20 0.36 -0.349
O -6.95462 -2.41611 -4.44078 0.30 0.38 1.25 -0.365
C -7.10219 -3.00310 -3.16922 0.79 -0.31 -1.48 0.776
C -8.02987 -2.19136 -2.26066 -0.50 0.37 0.36 0.254
F -7.55209 -0.94716 -2.05255 0.16 -0.07 -0.23 -0.216
F -8.14067 -2.77846 -1.04703 0.14 -0.27 -0.20 -0.281
F -5.89777 -3.22693 -2.62123 -0.17 0.08 0.39 -0.282
F -7.64650 -4.22020 -3.38130 -0.34 0.18 0.24 -0.308
H -5.71252 -1.98087 -5.94453 -0.07 0.15 0.17 0.485
H -4.89024 -2.75527 -4.63747 -0.02 0.19 0.32 0.530
H -3.35538 -1.04895 -3.36579 -0.07 -0.06 -0.17 -0.048
H -9.02590 -2.10293 -2.70020 0.05 -0.16 -0.15 0.229
C 0.15800 -1.59759 4.23740 -0.17 -0.45 -0.59 -0.842
C 0.64815 -0.19739 4.67366 -0.94 -0.20 -0.12 0.915
C 1.53581 -0.14573 5.91915 0.59 0.37 0.34 0.368
F 0.90202 -0.57810 7.02278 -0.22 -0.12 -0.09 -0.240
F 1.90816 1.13500 6.17194 -0.05 0.05 -0.33 -0.272
F -0.41933 0.62184 4.80486 0.17 -0.02 0.22 -0.289
F 1.38275 0.29809 3.63628 0.37 -0.15 0.10 -0.275
O -1.17217 -1.97517 4.61680 0.32 0.35 1.25 -0.435
C -1.36649 -2.56839 5.87810 0.81 -0.29 -1.51 0.790
C -2.28571 -1.73493 6.77543 -0.50 0.41 0.34 0.189
F -1.77118 -0.51011 7.00670 0.17 -0.10 -0.21 -0.215
F -2.44166 -2.33026 7.98068 0.14 -0.28 -0.19 -0.255
F -0.18135 -2.83778 6.44980 -0.16 0.07 0.40 -0.274
F -1.94615 -3.76488 5.64188 -0.33 0.18 0.24 -0.301
H 0.11620 -1.56808 3.14570 -0.11 0.19 0.13 0.427
H 0.88274 -2.38192 4.46493 0.00 0.18 0.28 0.433
H 2.44478 -0.73758 5.78221 -0.03 -0.06 -0.17 0.027
H -3.26834 -1.60878 6.31629 0.06 -0.16 -0.15 0.236
C -8.77227 -0.14905 -6.17905 -0.03 -0.19 0.73 0.016
C -7.81939 -0.13249 -7.39720 -0.55 -0.69 0.23 0.910
C -7.95904 1.05565 -8.35114 0.43 0.44 -0.50 0.054
F -9.16793 1.10769 -8.93680 -0.16 -0.17 0.14 -0.236
F -7.05384 0.95346 -9.35711 0.15 -0.18 0.22 -0.272
F -7.93429 -1.30573 -8.06255 -0.02 0.21 -0.14 -0.307
F -6.54663 -0.10116 -6.89932 -0.39 0.44 -0.44 -0.292
O -9.94360 -0.97336 -6.27260 -0.32 0.58 -1.17 -0.455
C -11.10082 -0.43140 -6.86180 1.10 0.23 1.34 0.759
C -11.52718 -1.19975 -8.11585 -0.18 -0.44 -0.54 0.227
F -10.56832 -1.16869 -9.06334 0.14 0.10 0.23 -0.214
F -12.63585 -0.64582 -8.65970 -0.01 0.15 0.33 -0.266
F -10.93447 0.88207 -7.08490 -0.27 -0.03 -0.36 -0.293
F -12.07465 -0.53042 -5.93049 -0.20 -0.27 -0.30 -0.296
H -8.20322 -0.60216 -5.36620 -0.04 -0.11 -0.24 -0.286
H -9.01039 0.85521 -5.82309 -0.04 0.02 -0.34 0.402
H -7.77918 2.00166 -7.83406 0.01 -0.07 0.17 0.318
H -11.73673 -2.24506 -7.87971 0.01 0.06 0.21 0.227
C 6.60246 6.44172 3.65058 -0.05 0.67 -0.35 -0.818
C 6.79956 4.91539 3.50236 0.76 0.55 -0.05 0.982
C 6.06037 4.02917 4.50684 -0.40 -0.49 0.16 0.000
F 6.45909 4.23994 5.77153 0.14 0.18 -0.03 -0.224
F 6.31097 2.71778 4.24326 -0.04 0.22 -0.28 -0.226
F 8.12364 4.64111 3.50180 -0.14 -0.14 0.20 -0.279
F 6.34231 4.58308 2.26070 -0.35 -0.07 0.19 -0.326
O 7.63180 7.17305 4.32922 -0.12 -0.89 0.99 -0.402
C 7.56848 7.27437 5.73182 -0.88 0.47 -1.39 0.770
C 8.78257 6.63826 6.41461 0.64 -0.25 0.26 0.190
F 8.87408 5.32261 6.13209 -0.21 0.09 -0.19 -0.198
F 8.68260 6.74593 7.75952 -0.26 0.25 -0.11 -0.253
F 6.40077 6.78368 6.17825 0.19 -0.16 0.36 -0.275
F 7.54737 8.59538 6.00928 0.38 -0.10 0.21 -0.295
H 6.62871 6.84193 2.63420 0.18 -0.18 0.07 0.425
H 5.60907 6.69922 4.02332 0.10 -0.25 0.21 0.351
H 4.97951 4.18088 4.45123 0.01 0.10 -0.13 0.272
H 9.70785 7.11969 6.09156 -0.12 0.16 -0.09 0.236
```
Positions in Å, forces in eV/Å.

Values from the calculation:
LUMO energy   -0.0179 hartree
Energy   -5954.28686 a.u.
HOMO energy   -11.74 eV
Max |F|   3.41 eV/A